# C16H28BFIN2

A cluster of 2 separate species, C16H28BFIN2 in total in a non-equilibrium geometry (ωB97M-V/def2-TZVPD, OMol25).

Properties
frontier orbital gap	8.9	eV
E_HOMO	-11.42	eV
energy	-1158.0887	a.u.

Geometry as ORCA input:
```
! wB97M-V def2-TZVPD RIJCOSX def2/J DEFGRID3
* xyz 1 1
F -0.987 2.620 2.009
B -1.505 1.409 2.543
C -0.729 0.539 3.698
C -0.173 -0.872 3.136
C -1.096 -2.125 3.514
I -0.674 -2.933 5.511
C -2.910 0.753 2.019
C -2.915 -0.553 1.168
C -4.348 -0.975 0.855
C -5.507 -0.150 1.352
N -5.554 1.056 2.083
C -4.220 1.416 2.362
H 0.113 1.144 4.162
H -1.545 0.270 4.464
H -0.035 -0.782 1.996
H 0.869 -1.025 3.581
H -2.216 -1.889 3.494
H -0.939 -2.910 2.692
H -1.970 -1.096 0.872
H -4.542 -1.914 0.246
H -6.547 -0.566 1.098
H -4.126 2.393 2.960
C -0.975 0.167 -2.328
C -0.174 1.048 -1.387
C 1.264 1.342 -1.801
N 2.250 0.168 -1.727
C 1.931 -0.807 -0.617
C 2.339 -0.575 -3.074
C 3.544 0.024 -3.769
C 4.530 0.207 -2.636
C 3.680 0.731 -1.495
H -0.525 -0.821 -2.458
H -1.978 0.018 -1.920
H -1.081 0.634 -3.311
H -0.217 0.638 -0.374
H -0.696 2.009 -1.326
H 1.643 2.105 -1.118
H 1.314 1.746 -2.817
H 0.997 -1.317 -0.853
H 1.850 -0.247 0.317
H 2.736 -1.537 -0.560
H 2.500 -1.634 -2.863
H 1.411 -0.445 -3.631
H 3.290 0.988 -4.220
H 3.932 -0.625 -4.555
H 5.333 0.899 -2.893
H 4.987 -0.749 -2.363
H 3.634 1.820 -1.516
H 4.039 0.404 -0.518
*
```

***

# C16H28F3NO6

A cluster of 2 separate species, C16H28F3NO6 in total (ωB97M-V/def2-TZVPD, OMol25).

Properties
frontier orbital gap	9.9	eV
E_HOMO	-9.24	eV
structure (SMILES)	C=C[C@H](OC[C@@H](COCC)OC)N(C)C(C)=O.CCOC(=O)C(F)(F)F
energy	-1432.1815	a.u.

Geometry as ORCA input:
```
! wB97M-V def2-TZVPD RIJCOSX def2/J DEFGRID3
* xyz 0 1
C 3.379 -0.378 0.210
C 2.616 0.010 1.215
C 1.781 1.275 1.176
O 0.746 1.054 0.249
C -0.522 0.849 0.831
C -1.460 0.204 -0.182
C -2.896 0.157 0.413
O -3.777 1.003 -0.287
C -4.669 1.728 0.537
C -5.819 2.228 -0.306
O -1.402 0.759 -1.468
C -1.412 2.178 -1.540
N 2.563 2.424 0.716
C 3.704 2.719 1.597
C 1.784 3.581 0.509
C 2.494 4.717 -0.189
O 0.633 3.677 0.866
H 3.671 0.294 -0.589
H 3.724 -1.401 0.143
H 2.513 -0.609 2.100
H 1.361 1.477 2.171
H -0.450 0.150 1.675
H -0.922 1.791 1.225
H -1.132 -0.829 -0.313
H -2.858 0.433 1.473
H -3.274 -0.870 0.369
H -5.044 1.096 1.349
H -4.143 2.575 0.999
H -6.205 1.425 -0.930
H -6.626 2.566 0.346
H -5.525 3.069 -0.930
H -0.397 2.568 -1.455
H -2.039 2.626 -0.771
H -1.818 2.436 -2.515
H 4.461 3.292 1.068
H 4.149 1.783 1.919
H 3.398 3.277 2.489
H 3.471 4.432 -0.569
H 2.621 5.537 0.518
H 1.858 5.075 -0.994
C 1.047 -3.015 -1.452
C -0.092 -3.992 -1.293
O 0.371 -5.361 -1.400
C 0.907 -5.877 -0.309
O 1.050 -5.350 0.755
C 1.317 -7.346 -0.571
F 1.952 -7.478 -1.739
F 0.223 -8.120 -0.601
F 2.116 -7.786 0.393
H 1.563 -3.178 -2.399
H 0.667 -1.993 -1.437
H 1.769 -3.124 -0.644
H -0.823 -3.887 -2.091
H -0.601 -3.868 -0.338
*
```

***

# C16H28FeN5OSSeSi

A structure of composition C16H28FeN5OSSeSi in a non-equilibrium geometry (ωB97M-V/def2-TZVPD, OMol25).

Properties
frontier orbital gap (alpha / beta)	3.3 / 7.6	eV
E_HOMO (alpha / beta)	-0.91 / -5.04	eV
expectation value of S²	6.255
energy	-5328.0771	a.u.

Geometry as ORCA input:
```
! wB97M-V def2-TZVPD RIJCOSX def2/J DEFGRID3
* xyz -1 5
Fe -0.204 -1.249 -1.316
C 1.002 -1.948 2.717
C 1.115 -1.698 1.185
N -0.204 -1.249 0.674
C -0.475 0.118 1.185
C -0.202 0.145 2.717
N -0.204 -1.249 3.234
C -1.413 -1.944 2.717
C -1.253 -2.167 1.185
H 1.936 -1.628 3.229
H 0.886 -3.039 2.912
H 1.481 -2.611 0.667
H 1.859 -0.893 0.986
H -1.544 0.360 0.986
H 0.132 0.892 0.667
H -0.947 0.794 3.229
H 0.801 0.591 2.912
H -0.204 -1.249 4.281
H -2.300 -1.298 2.912
H -1.603 -2.913 3.229
H -2.227 -2.028 0.667
H -0.928 -3.214 0.986
O 4.212 -1.169 -0.784
S 3.180 -1.329 -1.847
N 1.771 -1.249 -1.316
C 1.553 3.336 -1.644
Si 1.407 1.469 -1.617
C 2.009 0.851 -3.272
C 2.567 0.851 -0.292
N -0.204 0.727 -1.316
C -1.470 1.343 -1.079
C -2.569 0.492 -0.873
C -3.845 1.010 -0.634
C -4.042 2.390 -0.597
C -2.963 3.251 -0.799
C -1.684 2.735 -1.039
H 2.611 3.604 -1.842
H 1.266 3.758 -0.660
H 0.929 3.758 -2.459
H 3.036 1.228 -3.457
H 1.331 1.216 -4.071
H 2.017 -0.258 -3.271
H 3.591 1.228 -0.491
H 2.574 -0.258 -0.295
H 2.224 1.216 0.698
H -2.436 -0.582 -0.898
H -4.680 0.340 -0.478
H -5.030 2.792 -0.413
H -3.116 4.322 -0.771
H -0.899 3.441 -1.186
Se 2.372 -4.710 -1.316
C 0.885 -3.852 -1.316
N -0.204 -3.225 -1.316
H -1.891 -1.249 -1.316
*
```